#one
Below is 2 unconnected molecules or ions with the total composition C5H5N2, with properties calculated with the ωB97M-V functional and the def2-TZVPD basis.

Element x y z (Å)
C  -2.662  1.559  -0.208
C  -0.089  -1.716  0.174
C  1.940  -0.118  -0.637
C  1.234  0.332  0.452
C  0.088  -0.445  0.739
N  -0.221  -2.800  -0.239
N  -1.601  1.144  -0.080
H  -3.696  1.795  -0.454
H  2.877  0.393  -1.136
H  1.378  -0.899  -1.204
H  1.497  1.076  1.073
H  -0.743  -0.321  1.522

For the HOMO energy (alpha / beta), the calculation gives -16.464 / -16.464 eV. As for the total charge: +1. The calculation puts the gap between HOMO and LUMO (alpha / beta) at 0.3243 / 0.3243 hartree.

Results of the natural (NBO) charge analysis, in e, for atoms 1 through 4:
1 C 0.21
2 C 0.11
3 C -0.03
4 C -0.29


#two
Below is a gas-phase ion, C5H5N2 (charge +1), with properties calculated with the ωB97M-V functional and the def2-TZVPD basis.

Element x y z (Å)
C  2.300  0.926  0.243
N  1.234  0.128  -0.128
C  0.229  -0.402  -0.286
C  -0.809  -1.202  -0.552
C  -2.103  -0.949  -0.192
C  -2.395  0.245  0.536
N  -2.614  1.274  1.040
H  2.699  0.792  1.386
H  1.922  2.009  0.033
H  3.259  0.784  -0.337
H  -0.767  -2.075  -1.206
H  -2.954  -1.528  -0.536

For the HOMO energy, the calculation gives -15.477 eV. As for the total charge: +1. The calculation puts the gap between HOMO and LUMO at 0.3380 hartree. Its SMILES is C[N+]#C/C=C\C#N.

Results of the natural (NBO) charge analysis, in e, for atoms 1 through 4:
1 C -0.50
2 N -0.16
3 C 0.60
4 C -0.37


Least stable structure: #one


#one
Below is a molecular structure, C35H38MgN12Se, with properties calculated with the ωB97M-V functional and the def2-TZVPD basis.

Element x y z (Å)
Mg  0.958  0.625  2.739
N  -0.169  4.156  4.966
C  -0.058  2.933  4.491
N  1.078  2.375  4.085
C  2.225  3.088  4.289
N  3.345  2.599  3.776
N  3.036  1.512  3.032
C  3.986  0.909  2.392
C  3.715  -0.272  1.650
C  4.715  -0.910  0.864
C  4.407  -2.078  0.192
C  3.103  -2.578  0.343
C  2.134  -1.879  1.046
N  2.425  -0.756  1.679
C  2.210  4.354  5.031
C  3.385  4.978  5.456
C  3.311  6.105  6.269
C  2.076  6.704  6.495
C  0.896  6.097  6.074
C  0.977  4.913  5.335
H  -1.110  4.507  5.195
H  -0.975  2.362  4.363
H  5.014  1.265  2.457
H  5.671  -0.444  0.660
H  5.155  -2.580  -0.406
H  2.813  -3.541  -0.077
H  1.111  -2.212  1.116
H  4.321  4.482  5.250
H  4.208  6.510  6.714
H  2.044  7.627  7.063
H  -0.077  6.541  6.273
N  -1.910  -2.220  4.272
C  -0.622  -1.912  4.337
N  -0.339  -0.897  3.519
C  -1.564  -0.607  2.963
N  -2.527  -1.403  3.392
C  -1.837  0.480  2.041
C  -3.174  0.724  1.647
N  -3.519  1.792  0.917
C  -2.547  2.644  0.555
C  -1.213  2.377  0.880
N  -0.849  1.290  1.602
H  -2.416  -2.958  4.766
H  0.073  -2.366  5.016
H  -3.967  0.057  1.949
H  -2.794  3.528  -0.033
H  -0.425  3.066  0.565
C  -3.512  -4.531  -1.487
C  -2.154  -3.855  -1.600
C  -1.987  -2.514  -0.874
C  -2.664  -1.320  -1.536
N  -2.087  -0.939  -2.844
C  -0.842  -0.397  -3.088
Se  0.423  0.151  -1.879
N  -0.663  -0.288  -4.447
C  0.583  0.165  -5.047
C  1.449  -0.985  -5.577
C  1.823  -2.052  -4.563
C  3.031  -1.687  -3.698
C  -1.846  -0.671  -5.072
C  -2.116  -0.800  -6.426
C  -3.333  -1.351  -6.760
C  -4.224  -1.741  -5.774
C  -3.993  -1.581  -4.422
C  -2.716  -1.130  -4.086
H  -3.397  -5.621  -1.555
H  -4.233  -4.282  -2.278
H  -3.973  -4.302  -0.521
H  -1.859  -3.708  -2.648
H  -1.387  -4.516  -1.196
H  -0.938  -2.268  -0.771
H  -2.381  -2.551  0.153
H  -2.578  -0.421  -0.932
H  -3.752  -1.487  -1.646
H  1.109  0.721  -4.260
H  0.409  0.889  -5.865
H  2.366  -0.471  -5.904
H  0.924  -1.411  -6.439
H  2.053  -2.975  -5.097
H  0.961  -2.307  -3.919
H  3.892  -1.434  -4.330
H  3.297  -2.504  -3.027
H  2.810  -0.773  -3.139
H  -1.364  -0.420  -7.123
H  -3.580  -1.516  -7.784
H  -5.172  -2.167  -6.088
H  -4.681  -1.939  -3.648

For the HOMO energy, the calculation gives -11.388 eV. As for the total charge: +2. The calculation puts the gap between HOMO and LUMO at 0.1988 hartree.

Results of the Löwdin charge analysis, in e, for atoms 1 through 4:
1 Mg 0.78
2 N 0.15
3 C -0.12
4 N 0.04


#two
Below is a molecular structure, C35H38MgN12Se, with properties calculated with the ωB97M-V functional and the def2-TZVPD basis.

Element x y z (Å)
Mg  2.303  0.512  2.996
N  5.040  2.651  5.705
C  4.319  1.718  5.062
N  3.781  1.768  3.845
C  4.343  2.724  2.967
N  4.154  2.615  1.686
N  3.448  1.471  1.443
C  3.463  0.942  0.242
C  2.913  -0.373  0.104
C  3.031  -1.135  -1.098
C  2.604  -2.460  -1.047
C  1.954  -2.999  0.071
C  1.905  -2.162  1.186
N  2.374  -0.914  1.234
C  5.224  3.745  3.568
C  5.745  4.758  2.725
C  6.619  5.661  3.272
C  6.920  5.651  4.624
C  6.331  4.743  5.486
C  5.456  3.791  4.957
H  5.358  2.463  6.660
H  4.073  0.805  5.590
H  3.859  1.437  -0.662
H  3.546  -0.718  -1.956
H  2.799  -3.092  -2.013
H  1.658  -4.033  0.195
H  1.294  -2.568  2.002
H  5.633  4.643  1.643
H  7.062  6.424  2.643
H  7.717  6.347  4.960
H  6.478  4.821  6.552
N  0.996  -1.805  6.465
C  1.985  -1.773  5.577
N  1.701  -0.790  4.621
C  0.455  -0.361  5.018
N  -0.035  -1.019  6.107
C  -0.299  0.701  4.333
C  -1.479  1.188  4.915
N  -2.123  2.259  4.377
C  -1.488  2.865  3.366
C  -0.357  2.313  2.736
N  0.315  1.301  3.237
H  0.969  -2.217  7.393
H  2.910  -2.302  5.679
H  -1.978  0.679  5.695
H  -1.908  3.795  3.005
H  -0.018  2.781  1.769
C  -5.265  -3.832  0.138
C  -4.106  -3.633  -0.838
C  -3.066  -2.505  -0.613
C  -3.481  -1.116  -1.071
N  -3.467  -0.906  -2.558
C  -2.398  -0.398  -3.262
Se  -0.700  -0.100  -2.694
N  -2.797  -0.191  -4.609
C  -2.004  0.452  -5.674
C  -1.685  -0.473  -6.856
C  -0.696  -1.613  -6.525
C  0.744  -1.118  -6.285
C  -4.158  -0.510  -4.715
C  -5.042  -0.403  -5.805
C  -6.405  -0.698  -5.595
C  -6.816  -1.180  -4.332
C  -5.891  -1.296  -3.242
C  -4.590  -0.865  -3.428
H  -5.716  -4.807  -0.067
H  -6.071  -3.103  0.163
H  -4.988  -3.861  1.202
H  -4.572  -3.475  -1.860
H  -3.606  -4.617  -0.929
H  -2.097  -2.745  -1.106
H  -2.898  -2.440  0.472
H  -2.764  -0.374  -0.645
H  -4.505  -0.884  -0.717
H  -1.147  0.881  -5.188
H  -2.643  1.250  -6.061
H  -1.370  0.068  -7.745
H  -2.606  -0.943  -7.168
H  -0.671  -2.247  -7.388
H  -1.093  -2.132  -5.645
H  1.059  -0.365  -7.075
H  1.436  -2.003  -6.184
H  0.855  -0.539  -5.344
H  -4.622  -0.380  -6.827
H  -7.115  -0.502  -6.411
H  -7.881  -1.419  -4.120
H  -6.214  -1.828  -2.328

For the HOMO energy, the calculation gives -10.772 eV. As for the total charge: +2. The calculation puts the gap between HOMO and LUMO at 0.1705 hartree.

Results of the Löwdin charge analysis, in e, for atoms 1 through 4:
1 Mg 0.73
2 N 0.15
3 C -0.11
4 N 0.04


Least stable structure: #two


#one
Below is a molecular structure, C4H10NOS, with properties calculated with the ωB97M-V functional and the def2-TZVPD basis.

Element x y z (Å)
C  -1.212  -0.005  1.260
C  -1.054  0.598  -0.963
C  -0.258  -0.280  0.040
C  1.694  0.910  -0.420
N  -0.338  -1.756  -0.261
O  1.118  -0.126  0.280
S  -2.559  0.485  0.074
H  -1.402  -0.825  1.895
H  -0.836  0.793  1.961
H  -0.750  1.572  -1.151
H  -1.328  0.117  -1.900
H  2.711  1.230  0.016
H  0.948  1.795  -0.486
H  1.891  0.572  -1.374
H  -0.221  -1.698  -1.211
H  -1.237  -2.107  0.041
H  0.455  -2.404  0.111

For the HOMO energy (alpha / beta), the calculation gives -8.866 / -14.610 eV. As for the total charge: +1. The calculation puts the gap between HOMO and LUMO (alpha / beta) at 0.1923 / 0.2892 hartree. The spin multiplicity is 3.

Results of the natural (NBO) charge analysis, in e, for atoms 1 through 4:
1 C -0.73
2 C -0.73
3 C 0.39
4 C -0.25


#two
Below is a gas-phase ion, C4H10NOS (charge +1), with properties calculated with the ωB97M-V functional and the def2-TZVPD basis.

Element x y z (Å)
C  2.151  0.201  1.409
C  2.376  -0.989  0.477
C  -2.648  0.736  -1.108
C  -0.110  -0.199  0.165
N  1.328  0.054  0.170
O  -0.333  -1.565  0.176
S  -0.976  0.678  -1.716
H  1.518  0.175  2.278
H  2.706  1.118  1.508
H  3.282  -0.878  -0.057
H  2.115  -1.947  0.793
H  -2.774  -0.353  -1.080
H  -3.195  0.949  -1.953
H  -2.721  1.284  -0.132
H  -0.655  0.238  1.024
H  1.628  0.674  -0.590
H  -1.209  -1.748  0.097

For the HOMO energy (alpha / beta), the calculation gives -10.154 / -13.590 eV. As for the total charge: +1. The calculation puts the gap between HOMO and LUMO (alpha / beta) at 0.2707 / 0.2722 hartree. The spin multiplicity is 3.

Results of the natural (NBO) charge analysis, in e, for atoms 1 through 4:
1 C -0.21
2 C -0.18
3 C -0.79
4 C 0.09


Least stable structure: #one


#one
Below is C6H17N3 in the gas phase, with properties calculated with the ωB97M-V functional and the def2-TZVPD basis.

Element x y z (Å)
C  -2.944  1.260  -0.391
N  -1.921  0.225  -0.002
C  -2.533  -0.832  0.798
N  -0.832  -0.094  -0.792
N  0.379  0.808  -0.302
C  1.582  0.054  -0.155
C  2.443  1.151  0.631
C  1.383  -1.252  0.679
C  2.176  -0.304  -1.525
H  -3.396  1.558  0.489
H  -2.286  2.060  -0.851
H  -3.566  0.664  -1.141
H  -2.740  -0.465  1.799
H  -3.600  -1.081  0.362
H  -2.058  -1.808  0.766
H  -0.817  0.056  -1.714
H  0.030  1.166  0.559
H  2.307  2.126  0.139
H  2.164  1.199  1.699
H  3.544  0.871  0.608
H  1.016  -2.032  0.080
H  0.835  -1.021  1.567
H  2.342  -1.483  1.078
H  1.362  -0.819  -2.169
H  2.333  0.637  -2.078
H  3.004  -1.017  -1.497

For the HOMO energy, the calculation gives -7.790 eV. As for the total charge: 0. The calculation puts the gap between HOMO and LUMO at 0.3217 hartree. Its SMILES is CN(C)NNC(C)(C)C.

Results of the natural (NBO) charge analysis, in e, for atoms 1 through 4:
1 C -0.42
2 N -0.32
3 C -0.41
4 N -0.33


#two
Below is 4 unconnected molecules or ions with the total composition C6H17N3, with properties calculated with the ωB97M-V functional and the def2-TZVPD basis.

Element x y z (Å)
C  1.302  -1.034  -0.257
C  0.192  -0.127  2.117
C  1.011  -1.904  -1.481
C  2.216  0.140  -0.583
N  -0.195  1.096  2.048
H  1.768  -1.656  0.509
H  -1.217  1.662  1.292
H  0.537  1.797  2.080
H  -0.566  -0.894  2.134
H  1.196  -0.398  2.427
H  0.476  -2.809  -1.193
H  3.141  -0.183  -1.072
H  1.930  -2.194  -1.997
H  0.362  -1.350  -2.159
H  1.701  0.826  -1.261
H  2.497  0.695  0.315
C  -2.340  -0.455  -0.145
N  -1.236  0.217  -0.801
C  -1.236  1.523  -0.784
N  -1.786  2.272  0.177
H  0.207  -0.521  -0.122
H  -1.543  3.252  0.112
H  -0.483  1.985  -1.427
H  -3.303  -0.159  -0.572
H  -2.419  -0.249  0.931
H  -2.213  -1.530  -0.287

For the HOMO energy, the calculation gives -7.874 eV. As for the total charge: 0. The calculation puts the gap between HOMO and LUMO at 0.3003 hartree.

Results of the natural (NBO) charge analysis, in e, for atoms 1 through 4:
1 C -0.49
2 C 0.08
3 C -0.61
4 C -0.61


Least stable structure: #one


#one
Below is 3 unconnected molecules or ions with the total composition C3H5O4S, with properties calculated with the ωB97M-V functional and the def2-TZVPD basis.

Element x y z (Å)
C  1.759  -1.466  -1.355
C  0.247  0.046  2.265
C  -0.337  0.337  0.787
O  1.011  -1.951  -2.080
O  2.788  -1.239  -0.900
O  -1.331  1.025  0.640
O  0.220  -0.328  -0.108
S  -1.722  0.827  -2.868
H  -0.586  -0.460  2.779
H  0.364  1.116  2.536
H  1.234  -0.418  2.477
H  -2.041  2.116  -2.571
H  -1.606  0.394  -1.600

For the HOMO energy, the calculation gives -4.616 eV. As for the total charge: -1. The calculation puts the gap between HOMO and LUMO at 0.2971 hartree.

Results of the natural (NBO) charge analysis, in e, for atoms 1 through 4:
1 C 1.08
2 C -0.76
3 C 0.80
4 O -0.55


#two
Below is 2 unconnected molecules or ions with the total composition C3H5O4S, with properties calculated with the ωB97M-V functional and the def2-TZVPD basis.

Element x y z (Å)
C  1.050  0.037  0.758
C  0.679  0.611  -0.397
C  -1.827  -0.887  -0.411
O  0.841  -1.255  1.005
O  1.637  0.755  1.794
O  0.828  1.967  -0.744
O  -1.227  -1.982  -0.534
S  -1.989  -0.027  0.990
H  0.365  -0.045  -1.124
H  -2.189  -0.300  -1.394
H  0.939  2.477  -0.018
H  0.159  -1.603  0.483
H  1.634  0.123  2.465

For the HOMO energy, the calculation gives -3.367 eV. As for the total charge: -1. The calculation puts the gap between HOMO and LUMO at 0.2536 hartree.

Results of the natural (NBO) charge analysis, in e, for atoms 1 through 4:
1 C 0.51
2 C -0.07
3 C 0.12
4 O -0.72


Least stable structure: #two


#one
Below is 3 unconnected molecules or ions with the total composition C2H6NO2P, with properties calculated with the ωB97M-V functional and the def2-TZVPD basis.

Element x y z (Å)
H  -0.115  1.840  -1.252
H  -0.397  1.926  -1.959
N  3.040  0.194  0.921
C  2.076  0.199  0.252
O  1.271  -0.178  -0.501
H  3.416  0.895  1.564
C  -1.807  -0.996  -0.274
P  -0.993  0.389  0.596
O  -0.563  -0.142  1.942
H  -1.096  -1.685  -0.586
H  -2.402  -1.622  0.378
H  -2.430  -0.821  -1.081

For the HOMO energy, the calculation gives -9.004 eV. As for the total charge: 0. The calculation puts the gap between HOMO and LUMO at 0.3299 hartree. Its SMILES is [H][H].N=C=O.CP=O.

Results of the natural (NBO) charge analysis, in e, for atoms 1 through 4:
1 H -0.02
2 H 0.00
3 N -0.71
4 C 0.86


#two
Below is 2 unconnected molecules or ions with the total composition C2H6NO2P, with properties calculated with the ωB97M-V functional and the def2-TZVPD basis.

Element x y z (Å)
C  0.400  0.033  -0.093
C  1.573  0.849  -0.310
N  -1.941  -1.353  0.135
O  0.650  -2.018  -0.103
O  -2.140  1.089  -0.752
P  -1.489  0.218  0.203
H  1.419  1.964  -0.094
H  1.827  0.835  -1.311
H  2.367  0.369  0.177
H  -2.699  -1.498  -0.515
H  -1.176  -1.987  -0.218
H  -1.504  0.684  1.617

For the HOMO energy (alpha / beta), the calculation gives -10.614 / -9.552 eV. As for the total charge: 0. The calculation puts the gap between HOMO and LUMO (alpha / beta) at 0.3590 / 0.3033 hartree.

Results of the natural (NBO) charge analysis, in e, for atoms 1 through 4:
1 C 0.06
2 C -0.79
3 N -1.23
4 O -0.36


Least stable structure: #two